{
  "formula": "C42H44AsBN8OsP",
  "method": "ωB97M-V/def2-TZVPD",
  "spin_multiplicity": 6,
  "homo_lumo_gap_ev": [6.056, 5.047],
  "total_charge": 4,
  "symbols": ["Os", "C", "C", "C", "C", "N", "N", "B", "N", "C", "C", "C", "C", "N", "N", "C", "C", "C", "C", "N", "N", "C", "C", "C", "C", "N", "H", "H", "H", "H", "H", "H", "H", "H", "H", "H", "H", "H", "H", "H", "H", "H", "H", "H", "H", "H", "C", "C", "As", "C", "C", "C", "C", "C", "C", "C", "C", "C", "C", "C", "C", "P", "C", "C", "C", "C", "C", "C", "C", "C", "C", "C", "C", "C", "H", "H", "H", "H", "H", "H", "H", "H", "H", "H", "H", "H", "H", "H", "H", "H", "H", "H", "H", "H", "H", "H", "H", "H"],
  "xyz": [[0.347682, -0.846046, -1.348128], [0.169087, -3.732728, 0.846841], [0.773408, -3.878835, -0.498878], [1.467899, -4.973384, -0.989446], [1.846506, -4.629899, -2.263642], [1.381689, -3.406557, -2.560320], [0.729395, -2.911011, -1.449654], [1.597156, -2.477586, -3.771172], [0.244153, -1.842887, -4.147494], [-0.546659, -1.904528, -5.219371], [-1.691246, -1.154646, -4.988313], [-1.557530, -0.643964, -3.715789], [-2.475752, 0.218964, -2.923753], [-0.356485, -1.071335, -3.211959], [2.573732, -1.375273, -3.315135], [3.851974, -1.167438, -3.648312], [4.372611, -0.172806, -2.855304], [3.347241, 0.204584, -2.006277], [3.445945, 1.221904, -0.927972], [2.232644, -0.528490, -2.277983], [2.108570, -3.218430, -5.064231], [1.986286, -4.595752, -5.480056], [2.449635, -4.701963, -6.734744], [2.845863, -3.389796, -7.096216], [3.407682, -2.883489, -8.337085], [2.584667, -2.501125, -6.012711], [0.113943, -4.707115, 1.328440], [0.785935, -3.089384, 1.473174], [-0.835875, -3.317270, 0.793349], [1.672519, -5.898121, -0.473780], [2.445014, -5.196474, -2.957810], [-0.278526, -2.481519, -6.091551], [-2.520599, -1.013763, -5.662842], [-3.385524, 0.414945, -3.487012], [-2.770695, -0.270776, -1.991282], [-2.014103, 1.178064, -2.688148], [4.335777, -1.736435, -4.426786], [5.372989, 0.228577, -2.885077], [4.305142, 1.862820, -1.113867], [2.565899, 1.855610, -0.876491], [3.603589, 0.733888, 0.034323], [1.546605, -5.341878, -4.838433], [2.518356, -5.589602, -7.345556], [3.672395, -3.675005, -9.030532], [2.672198, -2.215247, -8.813806], [4.263957, -2.230761, -8.131968], [1.312885, 1.002472, 1.928383], [0.825799, 2.144189, 2.843859], [-0.302955, 1.792729, 4.401436], [0.217014, 2.972545, 5.758826], [1.364799, 3.792522, 5.700712], [1.561067, 4.726807, 6.689597], [0.672715, 4.804049, 7.770634], [-0.435421, 3.956839, 7.857044], [-0.659821, 3.029618, 6.868024], [-2.089345, 2.318465, 3.928854], [-2.294197, 3.647161, 3.558197], [-3.578669, 4.058870, 3.228315], [-4.637825, 3.157599, 3.282082], [-4.420897, 1.839464, 3.661180], [-3.140004, 1.411253, 3.991220], [0.084015, 0.197674, 0.843131], [-0.892953, 1.502276, 0.084477], [-0.264197, 2.225902, -0.949760], [-0.925759, 3.270031, -1.582949], [-2.221826, 3.587864, -1.197766], [-2.849573, 2.875818, -0.176546], [-2.198654, 1.835122, 0.465489], [-0.988776, -0.817844, 1.865919], [-2.235802, -1.217220, 1.370758], [-3.020265, -2.107390, 2.089187], [-2.557981, -2.619801, 3.297329], [-1.312635, -2.242129, 3.784698], [-0.524180, -1.351291, 3.066972], [1.873469, 0.229699, 2.458696], [2.014501, 1.460533, 1.235486], [0.288034, 2.894923, 2.262313], [1.718433, 2.616424, 3.248378], [2.076687, 3.725353, 4.891026], [2.407655, 5.397809, 6.637023], [0.859871, 5.519779, 8.560331], [-1.108655, 4.025067, 8.700534], [-1.509960, 2.361842, 6.935612], [-1.480745, 4.363940, 3.548553], [-3.754933, 5.090964, 2.952911], [-5.641399, 3.494459, 3.055669], [-5.251902, 1.148345, 3.720603], [-2.973729, 0.391584, 4.308992], [0.750236, 1.991258, -1.247007], [-0.431167, 3.836511, -2.362664], [-2.746454, 4.397919, -1.689936], [-3.853668, 3.142613, 0.130744], [-2.697684, 1.316178, 1.273185], [-2.603811, -0.835398, 0.425131], [-3.987206, -2.407628, 1.705896], [-3.164430, -3.324027, 3.853512], [-0.946057, -2.653478, 4.717957], [0.471206, -1.126300, 3.430511]],
  "atomic_forces_ev_per_a": [[-0.48, -0.19, 0.13], [0.00, -0.04, 0.00], [-0.08, 0.11, 0.01], [0.00, -0.06, 0.16], [0.05, 0.10, -0.19], [-0.01, -0.08, 0.06], [0.03, 0.11, 0.08], [-0.01, 0.06, -0.06], [0.10, 0.07, 0.06], [-0.04, -0.09, -0.18], [-0.09, -0.07, -0.18], [0.33, -0.04, 0.26], [-0.06, -0.07, -0.03], [-0.49, 0.13, -0.19], [-0.06, 0.09, -0.13], [0.01, -0.15, -0.14], [0.16, 0.13, 0.08], [-0.16, -0.08, -0.05], [0.03, -0.05, -0.03], [0.59, 0.06, -0.11], [-0.16, -0.57, 0.24], [-0.26, 0.34, 0.57], [0.19, 0.25, -0.22], [-0.07, 0.26, 0.19], [-0.02, 0.19, 0.02], [0.26, -0.38, -0.60], [0.01, 0.01, -0.02], [0.02, 0.01, 0.02], [0.01, 0.00, 0.00], [-0.02, 0.06, -0.03], [-0.01, 0.03, 0.00], [0.01, 0.06, 0.04], [0.05, 0.00, 0.02], [0.02, -0.03, -0.03], [0.03, 0.00, -0.01], [0.00, -0.02, -0.01], [-0.08, 0.07, 0.05], [-0.06, -0.02, 0.00], [0.00, 0.00, 0.00], [0.02, 0.05, 0.03], [0.01, -0.01, 0.02], [-0.02, 0.07, 0.02], [-0.02, 0.05, 0.04], [0.01, -0.02, 0.00], [0.00, -0.04, 0.00], [0.02, -0.04, 0.00], [-0.15, 0.16, 0.10], [0.14, -0.14, -0.17], [0.04, -0.04, -0.03], [0.05, 0.13, 0.12], [-0.19, -0.23, 0.09], [-0.03, 0.04, 0.19], [0.00, -0.07, -0.07], [0.13, 0.12, 0.11], [0.10, 0.08, -0.21], [-0.05, -0.13, 0.04], [-0.14, 0.00, 0.00], [0.05, -0.01, 0.00], [0.04, 0.03, 0.01], [0.00, -0.06, 0.00], [-0.06, 0.09, -0.08], [0.44, -0.29, 0.35], [0.07, -0.08, -0.32], [-0.14, -0.12, -0.08], [-0.09, 0.05, -0.01], [0.09, 0.04, -0.06], [-0.02, -0.08, 0.04], [-0.06, 0.16, -0.07], [-0.14, -0.03, -0.11], [-0.06, -0.02, 0.07], [0.04, 0.03, -0.02], [-0.01, 0.01, 0.03], [0.01, -0.02, 0.03], [0.01, -0.04, 0.07], [-0.03, 0.03, 0.04], [0.11, -0.01, -0.03], [0.00, 0.03, -0.04], [0.03, 0.05, -0.03], [-0.02, 0.01, -0.03], [0.00, -0.01, 0.03], [-0.02, 0.03, -0.02], [0.03, 0.00, 0.01], [-0.03, 0.02, -0.05], [0.00, -0.01, 0.01], [-0.01, -0.01, 0.02], [0.01, -0.01, -0.02], [0.01, 0.02, 0.02], [0.02, -0.10, 0.01], [0.04, 0.06, 0.04], [-0.03, -0.04, 0.02], [0.03, -0.01, 0.03], [0.05, -0.01, -0.03], [0.03, 0.01, 0.00], [0.00, 0.00, 0.01], [0.02, 0.00, 0.01], [0.01, 0.03, -0.01], [-0.02, 0.02, -0.05], [-0.04, 0.06, 0.06]]
}